Entry 1:
Entry from OMol25: an isolated ion of composition C24H33OSi and charge +1 in a non-equilibrium geometry (ωB97M-V with the def2-TZVPD basis set).

Geometry as ORCA input:
```
! RIJCOSX wB97M-V def2-TZVPD def2/J DEFGRID3
* xyz 1 1
C -3.418 0.138 2.705
C -2.311 0.507 1.657
C -0.877 0.253 2.158
C 0.062 1.313 2.311
C -0.336 2.742 2.094
C 1.392 1.077 2.695
C 1.860 -0.192 3.037
C 3.244 -0.366 3.652
C 0.943 -1.243 2.935
C -0.415 -1.040 2.563
C -1.298 -2.251 2.613
H -4.175 0.919 2.521
H -3.884 -0.841 2.447
H -3.123 0.136 3.809
H -2.468 1.649 1.563
H 0.508 3.361 2.405
H -0.610 2.995 1.058
H -1.184 3.000 2.732
H 2.041 1.951 2.840
H 3.509 -1.420 3.791
H 3.980 0.065 2.977
H 3.408 0.141 4.609
H 1.233 -2.263 3.258
H -0.711 -3.125 2.922
H -2.102 -2.135 3.337
H -1.732 -2.532 1.647
C -3.484 4.602 -1.853
Si -4.487 3.325 -0.896
C -4.775 3.647 0.908
C -6.074 2.901 -1.780
O -3.272 2.067 -0.733
C -3.096 0.769 -0.936
C -2.273 0.039 0.049
C -2.729 -1.387 -0.016
C -4.221 -1.598 -0.439
C -4.504 -1.025 -1.808
C -3.789 0.175 -2.097
C -3.973 0.803 -3.350
C -4.940 0.307 -4.236
C -5.658 -0.863 -3.951
C -5.379 -1.563 -2.764
H -3.835 5.658 -1.754
H -2.432 4.550 -1.510
H -3.470 4.359 -2.934
H -5.553 4.401 1.119
H -5.076 2.709 1.413
H -3.838 3.981 1.386
H -6.887 3.614 -1.520
H -5.984 2.930 -2.878
H -6.437 1.897 -1.509
H -1.111 0.199 -0.024
H -2.102 -1.984 -0.728
H -2.622 -1.883 0.969
H -4.481 -2.666 -0.411
H -4.921 -1.122 0.279
H -3.383 1.671 -3.635
H -5.186 0.836 -5.166
H -6.461 -1.218 -4.628
H -5.863 -2.522 -2.574
*
```

For the LUMO energy, the calculation gives -0.1713 Eh. The gap between HOMO and LUMO is 6.429 eV. The energy above the lowest of the compared OMol25 structures with the same formula, charge and spin is 151.8 kJ/mol. Its largest force on an atom is 0.06999 Eh/bohr.



Entry 2:
Entry from OMol25: one molecule with the formula C4H6N2 in a non-equilibrium geometry (ωB97M-V with the def2-TZVPD basis set).

Geometry as ORCA input:
```
! RIJCOSX wB97M-V def2-TZVPD def2/J DEFGRID3
* xyz 0 1
C 0.396 -1.482 0.603
N 0.510 -0.166 0.506
C 0.932 0.460 -0.720
C -0.124 1.176 -1.097
N -1.158 1.088 -0.100
C -0.409 0.679 1.069
H -1.496 0.109 -0.371
H 1.114 -2.131 0.130
H -0.303 -1.849 1.342
H 1.846 0.167 -1.216
H -0.316 1.687 -2.030
H -0.993 0.262 1.886
*
```

For the LUMO energy (spin up / spin down), the calculation gives 0.0193 / 0.0251 Eh. The gap between HOMO and LUMO (spin up / spin down) is 7.564 / 8.178 eV. The energy above the lowest of the compared OMol25 structures with the same formula, charge and spin is 476.6 kJ/mol. Its largest force on an atom is 0.02445 Eh/bohr.



Entry 3:
Entry from OMol25: a 10-piece molecular cluster, C45H105N13O21P4 overall in a non-equilibrium geometry (ωB97M-V with the def2-TZVPD basis set).

Geometry as ORCA input:
```
! RIJCOSX wB97M-V def2-TZVPD def2/J DEFGRID3
* xyz 1 2
C -1.636 -3.134 -3.421
N -0.973 -3.919 -4.554
O -0.884 -5.147 -4.382
O -0.583 -3.343 -5.554
H -2.704 -3.047 -3.618
H -1.094 -2.190 -3.480
H -1.521 -3.710 -2.503
C 3.883 3.456 -2.822
C 3.927 1.959 -2.917
C 5.241 1.458 -2.475
O 4.885 0.233 -1.736
C 3.600 0.284 -1.484
O 2.946 -0.608 -0.908
O 3.108 1.409 -1.966
H 3.909 3.896 -1.825
H 2.869 3.630 -3.184
H 4.499 4.048 -3.499
H 3.698 1.617 -3.927
H 5.771 2.123 -1.792
H 5.927 1.298 -3.307
C -4.578 2.561 6.690
C -3.129 2.539 7.092
C -2.183 1.503 6.428
O -1.013 2.273 6.091
C -1.358 3.528 6.138
O -0.541 4.434 5.770
O -2.610 3.725 6.627
H -5.103 3.477 6.962
H -5.092 1.656 7.014
H -4.571 2.579 5.600
H -3.058 2.569 8.179
H -2.636 1.002 5.572
H -1.887 0.660 7.051
C -3.426 -2.553 3.743
C -2.208 -3.252 3.217
C -0.859 -3.045 4.001
O -0.439 -4.354 4.155
C -1.391 -5.211 3.971
O -1.392 -6.438 4.121
O -2.452 -4.607 3.546
H -3.676 -2.654 4.800
H -4.284 -2.819 3.126
H -3.270 -1.485 3.592
H -2.114 -3.019 2.156
H -0.913 -2.585 4.988
H -0.051 -2.430 3.606
C 2.222 -4.621 -3.231
C 2.461 -3.201 -2.846
C 3.805 -2.618 -3.169
O 3.542 -1.556 -4.141
C 2.251 -1.435 -4.421
O 1.729 -0.691 -5.246
O 1.611 -2.405 -3.675
H 1.268 -5.031 -2.900
H 3.034 -5.244 -2.854
H 2.242 -4.746 -4.314
H 2.100 -2.985 -1.841
H 4.472 -3.368 -3.595
H 4.340 -2.271 -2.284
C -0.242 -1.251 -0.786
C 0.343 -0.643 0.549
C 0.525 0.870 0.603
O 0.052 1.224 1.855
C -0.679 0.186 2.341
O -1.397 0.198 3.321
O -0.628 -0.764 1.480
H -1.004 -0.565 -1.157
H -0.625 -2.267 -0.695
H 0.461 -1.433 -1.599
H 1.274 -1.088 0.903
H -0.018 1.321 -0.228
H 1.542 1.253 0.687
O 0.143 7.472 1.579
P 1.473 6.796 1.249
N 1.813 5.304 2.142
C 0.789 4.598 2.952
C 3.222 4.728 2.239
N 2.902 7.830 1.381
C 2.615 9.183 1.757
C 4.198 7.563 0.761
N 1.523 6.232 -0.355
C 1.608 7.130 -1.441
C 0.987 4.972 -0.781
H 1.144 4.192 3.900
H 0.324 3.746 2.456
H 0.095 5.372 3.279
H 3.728 4.737 1.273
H 3.246 3.668 2.490
H 3.788 5.213 3.035
H 1.592 9.366 2.087
H 3.243 9.356 2.631
H 2.853 9.877 0.951
H 4.291 6.578 0.304
H 4.465 8.197 -0.084
H 5.026 7.624 1.467
H 2.081 6.715 -2.331
H 0.557 7.368 -1.608
H 2.056 8.071 -1.123
H 0.920 4.914 -1.868
H -0.006 4.848 -0.348
H 1.654 4.164 -0.481
O -2.272 1.560 -1.741
P -2.307 2.447 -2.951
N -1.221 1.901 -4.104
C 0.232 2.073 -4.021
C -1.531 0.666 -4.805
N -1.989 4.111 -2.768
C -1.702 5.030 -3.873
C -2.441 4.811 -1.562
N -3.811 2.530 -3.759
C -3.861 3.077 -5.097
C -4.962 2.666 -2.864
H 0.464 3.094 -3.717
H 0.672 1.707 -4.948
H 0.672 1.415 -3.273
H -2.397 0.145 -4.397
H -0.701 -0.025 -4.650
H -1.598 0.795 -5.885
H -2.607 5.501 -4.257
H -1.022 5.805 -3.519
H -1.481 4.418 -4.748
H -2.076 5.838 -1.538
H -3.527 4.892 -1.519
H -2.048 4.306 -0.680
H -4.840 2.825 -5.506
H -3.756 4.160 -5.157
H -3.168 2.578 -5.774
H -5.841 2.398 -3.451
H -5.021 3.724 -2.611
H -4.843 2.144 -1.915
O -3.199 -3.902 -0.817
P -4.554 -3.264 -0.939
N -5.386 -3.812 -2.259
C -5.182 -5.096 -2.814
C -6.690 -3.172 -2.584
N -4.501 -1.518 -0.874
C -4.108 -0.823 -2.069
C -3.932 -0.860 0.345
N -5.589 -3.797 0.272
C -6.765 -2.996 0.654
C -5.428 -5.111 0.898
H -5.853 -5.281 -3.652
H -5.289 -5.761 -1.957
H -4.185 -5.188 -3.246
H -6.660 -2.095 -2.418
H -7.516 -3.583 -2.004
H -6.895 -3.441 -3.620
H -4.677 -1.107 -2.954
H -4.288 0.231 -1.858
H -3.026 -0.848 -2.203
H -3.988 0.228 0.310
H -4.479 -1.240 1.208
H -2.885 -1.161 0.367
H -7.645 -3.409 0.159
H -6.939 -3.052 1.729
H -6.656 -1.933 0.442
H -4.734 -5.024 1.734
H -4.961 -5.779 0.175
H -6.344 -5.629 1.182
O 4.785 -4.992 0.132
P 4.966 -4.738 1.590
N 3.497 -4.902 2.505
C 3.479 -4.785 3.939
C 2.287 -4.606 1.787
N 5.438 -3.103 1.882
C 5.982 -2.490 3.071
C 4.817 -2.090 1.038
N 6.092 -5.741 2.412
C 5.746 -7.135 2.593
C 7.487 -5.487 2.083
H 4.367 -5.259 4.357
H 2.667 -5.315 4.437
H 3.412 -3.745 4.257
H 2.112 -5.220 0.904
H 2.266 -3.592 1.387
H 1.423 -4.726 2.441
H 6.776 -3.166 3.390
H 6.456 -1.552 2.780
H 5.201 -2.224 3.783
H 4.716 -2.428 0.007
H 3.811 -1.811 1.350
H 5.392 -1.165 0.989
H 5.217 -7.300 3.531
H 5.203 -7.503 1.722
H 6.546 -7.871 2.503
H 8.139 -5.586 2.951
H 7.658 -4.512 1.626
H 7.754 -6.177 1.283
*
```

For the LUMO energy (spin up / spin down), the calculation gives -0.0867 / -0.2629 Eh. The gap between HOMO and LUMO (spin up / spin down) is 7.069 / 2.274 eV. Its largest force on an atom is 0.12433 Eh/bohr. The expectation value of S² is 0.760.



Entry 4:
Entry from OMol25: one molecule with the formula C21H29F3N2O3 (ωB97M-V with the def2-TZVPD basis set).

Geometry as ORCA input:
```
! RIJCOSX wB97M-V def2-TZVPD def2/J DEFGRID3
* xyz 0 1
C -7.453 -0.650 2.035
H -8.457 -0.272 2.208
H -6.752 -0.219 2.752
H -7.430 -1.737 2.130
O -7.105 -0.262 0.713
C -5.897 -0.641 0.283
O -5.130 -1.287 0.949
C -5.651 -0.169 -1.130
C -4.189 -0.369 -1.528
C -3.334 0.644 -0.773
O -3.608 1.832 -0.838
N -2.283 0.188 -0.062
C -1.956 -1.211 0.114
H -2.817 -1.755 0.506
H -1.622 -1.668 -0.820
H -1.148 -1.292 0.837
C -1.422 1.151 0.593
H -1.925 2.119 0.533
C -0.046 1.241 -0.076
C -0.149 1.694 -1.530
C 1.253 1.792 -2.119
C 2.118 2.721 -1.273
N 2.179 2.227 0.089
C 3.181 2.871 0.912
H 2.789 3.759 1.434
C 3.760 1.885 1.949
C 4.220 0.652 1.235
C 3.289 -0.323 0.906
C 3.663 -1.417 0.142
C 4.973 -1.566 -0.293
C 5.906 -0.605 0.054
C 5.530 0.499 0.802
H 6.264 1.251 1.050
H 6.929 -0.713 -0.271
H 5.254 -2.421 -0.888
C 2.618 -2.412 -0.263
F 1.620 -2.521 0.632
F 2.020 -2.072 -1.427
F 3.100 -3.651 -0.445
H 2.271 -0.229 1.247
H 2.993 1.630 2.680
H 4.588 2.370 2.468
H 3.998 3.197 0.264
C 0.858 2.213 0.686
H 0.946 1.896 1.729
H 0.399 3.219 0.678
H 3.133 2.744 -1.677
H 1.705 3.746 -1.315
H 1.212 2.167 -3.143
H 1.711 0.801 -2.133
H -0.749 0.986 -2.104
H -0.646 2.665 -1.574
H 0.427 0.254 -0.062
H -1.311 0.874 1.647
H -4.077 -0.149 -2.591
H -3.892 -1.396 -1.343
H -5.908 0.891 -1.188
H -6.321 -0.718 -1.794
*
```

For the LUMO energy, the calculation gives 0.0281 Eh. The SMILES is COC(=O)CCC(=O)N(C)C[C@H]1CCCN(CCc2cccc(C(F)(F)F)c2)C1. The gap between HOMO and LUMO is 9.289 eV. The energy above the lowest of the compared OMol25 structures with the same formula, charge and spin is 12.3 kJ/mol. Its largest force on an atom is 0.00928 Eh/bohr.



Entry 5:
Entry from OMol25: a 3-piece molecular cluster, C22H28N4O8PS overall in a non-equilibrium geometry (ωB97M-V with the def2-TZVPD basis set).

Geometry as ORCA input:
```
! RIJCOSX wB97M-V def2-TZVPD def2/J DEFGRID3
* xyz 1 1
C 0.473 -1.755 1.108
C 1.745 -0.952 1.147
C 1.664 0.430 1.304
C 2.818 1.195 1.349
C 4.077 0.606 1.252
C 5.373 1.361 1.270
N 5.583 2.264 2.492
C 5.083 3.662 2.192
C 4.947 4.631 3.385
N 6.096 4.649 4.287
N 3.714 4.355 4.093
N 4.819 5.992 2.832
P 4.983 1.453 4.001
S 6.042 -0.123 4.313
C 4.139 -0.771 1.087
C 2.992 -1.549 1.023
H -0.051 -1.568 2.039
H -0.138 -1.436 0.275
H 0.706 -2.811 1.073
H 0.716 0.930 1.402
H 2.700 2.261 1.475
H 5.457 1.995 0.396
H 6.188 0.653 1.259
H 6.593 2.333 2.614
H 5.793 4.097 1.498
H 4.135 3.610 1.681
H 6.754 3.890 4.153
H 6.625 5.501 4.156
H 3.135 5.181 4.105
H 3.905 4.055 5.035
H 4.043 6.004 2.176
H 5.643 6.207 2.277
H 5.131 2.394 5.024
H 3.627 1.188 3.821
H 5.097 -1.258 0.999
H 3.083 -2.611 0.881
C -3.650 -1.510 0.762
C -4.838 -2.132 0.737
C -5.807 -1.951 -0.403
O -6.852 -2.568 -0.353
C -5.437 -1.057 -1.486
C -4.251 -0.435 -1.458
C -3.276 -0.635 -0.330
O -2.210 -0.043 -0.393
O -3.843 0.394 -2.409
O -5.251 -2.944 1.693
H -2.948 -1.635 1.575
H -6.146 -0.921 -2.292
H -2.955 0.698 -2.145
H -6.137 -3.259 1.424
C -5.723 -2.032 -5.993
C -4.698 -2.812 -6.359
C -4.636 -4.272 -5.996
O -3.671 -4.904 -6.381
C -5.716 -4.833 -5.206
C -6.742 -4.053 -4.838
C -6.815 -2.599 -5.221
O -7.785 -1.962 -4.855
O -7.763 -4.490 -4.114
O -3.663 -2.373 -7.063
H -5.777 -0.983 -6.249
H -5.656 -5.878 -4.937
H -8.360 -3.728 -3.991
H -3.079 -3.145 -7.194
*
```

For the LUMO energy, the calculation gives -0.1135 Eh. The gap between HOMO and LUMO is 7.742 eV. Its largest force on an atom is 0.04801 Eh/bohr.



What did the second record say?
Entry from OMol25: one molecule with the formula C4H6N2 in a non-equilibrium geometry (ωB97M-V with the def2-TZVPD basis set).

Geometry as ORCA input:
```
! RIJCOSX wB97M-V def2-TZVPD def2/J DEFGRID3
* xyz 0 1
C 0.396 -1.482 0.603
N 0.510 -0.166 0.506
C 0.932 0.460 -0.720
C -0.124 1.176 -1.097
N -1.158 1.088 -0.100
C -0.409 0.679 1.069
H -1.496 0.109 -0.371
H 1.114 -2.131 0.130
H -0.303 -1.849 1.342
H 1.846 0.167 -1.216
H -0.316 1.687 -2.030
H -0.993 0.262 1.886
*
```

For the LUMO energy (spin up / spin down), the calculation gives 0.0193 / 0.0251 Eh. The gap between HOMO and LUMO (spin up / spin down) is 7.564 / 8.178 eV. The energy above the lowest of the compared OMol25 structures with the same formula, charge and spin is 476.6 kJ/mol. Its largest force on an atom is 0.02445 Eh/bohr.